A 15-piece molecular cluster, C19H68N8O15 overall in a non-equilibrium geometry. Source: OMol25; level of theory: wB97M-V/def2-TZVPD.

Geometry as XYZ:
```
110
Properties=species:S:1:pos:R:3:forces:R:3:lowdin_charge:R:1
C -6.8800 -5.3370 13.5320 1.610 0.106 -1.565 -0.10
C -7.5080 -4.9030 14.7950 0.632 0.761 1.586 -0.28
O -7.0110 -3.5820 15.1890 0.308 -1.138 0.444 -0.08
H -7.1590 -4.6760 12.7250 -0.443 0.282 -0.312 0.04
H -7.1030 -6.3380 13.1870 -0.402 -0.237 0.220 0.05
H -5.7610 -5.2650 13.5070 -0.827 -0.050 0.666 0.09
H -7.2180 -5.6130 15.6110 -0.296 0.828 -0.422 0.13
H -8.5900 -4.8450 14.7580 -0.198 -0.289 -0.131 0.09
H -7.4340 -2.8540 14.7360 -0.391 -0.191 -0.349 0.07
C -7.2600 -8.9360 13.8860 0.341 -0.931 1.035 -0.07
C -8.3780 -9.7570 13.3220 0.484 -1.456 0.102 -0.29
O -8.6160 -9.3600 12.0040 -0.396 -1.193 -0.749 -0.09
H -7.6550 -8.1220 14.4180 -0.387 1.391 0.646 0.05
H -6.5050 -8.6000 13.2090 0.048 0.241 -1.063 0.05
H -6.6650 -9.4950 14.5840 0.074 -0.493 0.726 0.08
H -9.2580 -9.8660 13.9860 0.021 0.959 -0.397 0.13
H -8.1090 -10.8170 13.2590 0.426 0.073 -0.241 0.11
H -8.8800 -8.4550 11.9710 -0.529 1.380 -0.010 0.03
C -12.2960 -7.4110 10.3640 0.150 -0.698 0.855 -0.06
C -13.0110 -7.5750 11.6960 -0.446 -0.040 -2.363 -0.29
O -12.1250 -7.9040 12.7460 -0.441 -0.149 0.084 -0.06
H -11.6100 -8.2260 10.1790 -0.002 -0.526 -0.001 0.07
H -11.6880 -6.5630 10.4610 0.844 1.441 -0.440 0.03
H -12.9750 -7.3150 9.5330 -0.275 0.147 -0.176 0.09
H -13.7860 -8.3030 11.4670 -0.164 -0.514 0.901 0.11
H -13.4960 -6.6380 11.9160 -0.368 0.441 0.222 0.11
H -12.6420 -7.6030 13.4910 0.370 -0.228 0.881 0.10
C -3.8120 -6.0400 11.0510 0.148 0.206 3.957 -0.07
C -4.4600 -7.3880 11.3110 0.927 1.359 -1.435 -0.30
O -3.9230 -8.2680 10.3690 -3.493 -1.052 -0.347 -0.07
H -4.0950 -5.5450 10.1810 -0.327 0.580 -1.489 0.02
H -2.7510 -6.2350 11.0690 0.459 0.164 -0.403 0.08
H -3.9660 -5.3880 11.9830 -0.001 -0.511 -1.319 0.10
H -5.5270 -7.3850 11.1510 -0.491 0.199 0.254 0.09
H -4.2020 -7.7150 12.2800 -0.088 -0.344 1.530 0.10
H -3.0190 -8.3150 10.4820 3.006 -0.165 -0.145 0.07
C -4.0050 -6.4250 7.5900 5.044 -4.347 3.080 -0.61
O -2.8380 -6.9680 8.2070 -5.511 2.814 -3.269 -0.18
N -4.1010 -5.1630 7.3670 1.548 6.322 -0.816 0.14
N -5.0640 -7.1890 7.3110 -0.955 -0.891 0.105 0.18
H -3.1490 -4.6140 7.4080 -2.837 -1.590 -0.131 0.18
H -4.9410 -4.6460 6.9280 2.132 -1.649 0.514 0.11
H -4.9490 -8.0650 7.8180 -0.471 -0.522 -0.567 0.06
H -5.9540 -6.9130 6.7770 2.204 -0.523 1.476 0.08
C -8.8780 -8.6350 5.2200 -5.241 1.746 8.465 -0.68
O -10.0990 -8.2150 5.5550 5.288 -1.426 -1.887 -0.04
N -7.8670 -8.8130 6.0890 -2.292 0.168 2.998 0.17
N -8.4410 -8.7790 4.0630 -0.343 -1.442 -10.430 0.12
H -8.0390 -8.4800 7.0690 0.273 -0.597 -1.085 0.07
H -6.9880 -9.1300 5.7970 1.340 -0.308 -0.242 0.10
H -9.1550 -8.5300 3.3540 0.619 -0.538 0.399 0.17
H -7.7850 -9.4970 3.7150 -0.557 0.548 0.893 0.17
C -6.2420 -10.2850 9.1390 6.933 0.651 -6.164 -0.63
O -5.1690 -10.1330 8.2360 -5.566 -0.706 4.043 -0.13
N -6.3980 -9.5220 10.1520 1.597 3.083 2.783 0.18
N -7.2080 -11.1220 8.9720 -4.070 -5.087 -0.333 0.15
H -5.5090 -8.9920 10.2890 -0.858 -0.572 0.362 0.09
H -7.1780 -9.5800 10.8270 0.415 0.101 -0.260 0.10
H -7.3110 -11.7640 8.1780 0.785 0.788 0.398 0.14
H -7.6800 -11.5470 9.8150 0.693 1.068 -1.238 0.16
C -6.3000 -6.0130 4.7680 4.198 5.766 -1.049 -0.60
O -5.2900 -5.0260 4.7120 -4.867 -5.066 0.455 -0.15
N -7.1820 -6.0660 5.7320 -1.212 0.238 1.998 0.14
N -6.5790 -6.8430 3.7940 1.260 -1.745 -2.798 0.15
H -7.0610 -5.4220 6.5150 -0.845 -0.106 -0.108 0.07
H -7.9160 -6.7940 5.7080 0.829 1.355 0.471 0.10
H -5.8370 -6.8490 3.0740 -1.013 -0.241 0.512 0.13
H -7.3430 -7.5980 3.8500 1.775 1.788 -0.194 0.06
C -6.9840 -2.9440 6.8540 -0.573 1.890 -1.588 -0.17
O -7.4700 -4.0050 7.5280 -1.378 -2.522 1.039 -0.16
H -7.6140 -2.0530 6.9260 -0.368 0.022 -0.045 0.09
H -6.9070 -3.2060 5.7960 0.523 0.129 0.154 0.09
H -6.0920 -2.6870 7.3370 2.114 0.783 -0.086 0.07
H -7.4310 -3.8110 8.4670 -0.500 -0.016 0.107 0.01
C -10.5840 -9.6780 8.0990 0.772 -0.468 -1.522 -0.19
O -9.8350 -10.0720 9.1940 1.848 -0.755 0.855 -0.14
H -11.5440 -10.1470 8.0270 -0.545 -0.726 0.347 0.08
H -10.0520 -9.8720 7.1530 -0.368 0.037 0.357 0.07
H -10.7760 -8.6480 8.1470 -0.230 1.706 -0.187 0.03
H -8.8590 -10.0570 8.9540 -1.981 0.029 0.344 0.05
C -10.6730 -2.7740 9.5490 -2.132 -0.584 -0.666 -0.17
O -9.6850 -2.2140 8.7090 -0.508 0.190 0.550 -0.10
H -10.5290 -3.8590 9.7030 0.073 0.439 0.053 0.06
H -11.6910 -2.6690 9.0760 1.119 -0.152 -0.026 0.09
H -10.8620 -2.2600 10.4940 0.696 0.108 0.252 0.08
H -8.9230 -2.1770 9.2830 0.629 0.073 -0.263 0.04
C -10.0630 -5.2340 12.2660 0.160 -1.880 -1.636 -0.08
O -9.8010 -6.6750 12.1950 2.146 2.221 -0.261 -0.14
H -11.0300 -5.0830 11.8400 -0.824 0.383 -0.382 0.06
H -9.3580 -4.6340 11.6760 0.113 -0.629 0.169 0.07
H -10.0960 -4.9030 13.2520 0.150 0.572 1.830 0.05
H -10.5850 -7.1290 12.4460 -1.543 -0.662 0.512 0.00
C -10.8900 -5.5220 7.1380 1.818 0.526 0.565 -0.16
O -12.1660 -5.1400 7.6540 0.299 1.259 -0.184 -0.14
H -10.9080 -5.5290 6.0810 -0.178 -0.151 -1.341 0.06
H -10.4930 -6.5240 7.4150 -1.088 0.543 0.282 0.06
H -10.0530 -4.8020 7.3890 -0.947 -0.453 0.145 0.08
H -12.2730 -4.1860 7.3740 0.066 -1.706 0.518 0.10
C -8.5150 -6.8260 9.4990 -1.737 0.579 -1.832 -0.08
O -8.0080 -7.6750 8.4670 -0.139 1.262 0.054 -0.13
H -8.4860 -5.7480 9.2970 0.226 -0.169 -0.890 0.07
H -7.9810 -6.8660 10.3960 0.579 -0.967 1.601 0.06
H -9.5790 -7.0730 9.5160 0.202 0.008 0.964 0.07
H -7.2960 -8.1780 8.8320 1.043 -0.466 0.584 0.03
C -6.1530 -4.1920 10.1480 1.232 -1.088 1.259 -0.15
O -7.4340 -3.6150 10.2190 -0.839 0.501 -0.495 -0.14
H -6.2120 -5.1190 9.5610 -0.056 0.508 -0.204 0.08
H -5.9180 -4.5500 11.1620 0.411 0.327 -0.419 0.05
H -5.3340 -3.5420 9.7660 -0.718 -0.268 0.134 0.11
H -7.4330 -2.8560 10.8030 0.259 0.132 0.215 0.11
```
Forces are in eV/Å.

Calculated values
LUMO, eV: -0.17
Highest occupied orbital energy, eV: -7.910
Strongest force on any atom, eV/A: 10.5
E, eV: -63432.4137
Frontier orbital gap, eV: 7.74